# C3H11N5

The ion C3H11N5 with charge +2 in a non-equilibrium geometry (ωB97M-V/def2-TZVPD, the OMol25 dataset).

The geometry in XYZ format:
```
19
Properties=species:S:1:pos:R:3:nbo_charge:R:1
C -0.88 -0.27 0.84 0.1666
C -1.69 -1.74 -0.89 -0.5213
C 0.66 0.99 -1.39 -0.4269
N -0.14 0.48 1.65 -0.1512
N -0.83 -0.65 -0.50 -0.0381
N 1.70 1.46 2.31 -0.4599
N -0.03 -0.24 -1.45 -0.2620
N 1.12 0.53 1.59 0.0216
H -1.72 -0.66 1.46 0.2856
H -1.18 -2.65 -1.31 0.2892
H -2.35 -2.31 -0.12 0.3056
H -2.43 -1.45 -1.69 0.2771
H 0.02 1.75 -1.63 0.2579
H 1.08 1.15 -0.45 0.1718
H 1.37 0.92 -2.20 0.2753
H 1.13 1.63 3.09 0.4344
H 2.73 1.63 2.37 0.4691
H -0.22 -0.68 -2.46 0.4759
H 1.66 0.11 0.79 0.4294
```

Calculated values
**Total charge**: +2
**Energy relative to the best compared isomer or geometry (same formula, charge and spin)**: 417.5 kJ/mol
**HOMO-LUMO gap (alpha / beta)**: 7.79 / 7.42 eV
**Multiplicity**: 1

# C3H3N

A cluster of 2 separate species, C3H3N in total in a non-equilibrium geometry (ωB97M-V/def2-TZVPD, the OMol25 dataset).

The geometry in XYZ format:
```
7
Properties=species:S:1:pos:R:3:nbo_charge:R:1
C 1.04 -0.75 -0.25 0.2615
C 0.15 0.35 -0.07 0.1260
C -1.02 0.94 0.03 -0.5488
N 1.56 0.33 0.34 -0.3276
H 1.33 -3.38 0.26 0.0169
H -1.34 1.99 0.26 0.2449
H -1.73 0.52 -0.56 0.2271
```

Calculated values
**Total charge**: 0
**Energy relative to the best compared isomer or geometry (same formula, charge and spin)**: 703.2 kJ/mol
**HOMO-LUMO gap (alpha / beta)**: 7.13 / 9.69 eV
**Multiplicity**: 1